(1)
A molecular structure, C4H3LiORu at a distorted geometry, computed with ωB97M-V/def2-TZVPD.

Last column: Löwdin charge in e.
Element x y z (Å)
H1 0.82 -0.27 3.37  0.1065
O1 0.45 -1.68 1.88  -0.4227
C1 0.17 -0.43 2.49  -0.5047
C2 0.33 0.72 1.51  -0.3385
H2 -0.87 -0.44 2.90  0.1142
H3 0.24 1.68 2.04  0.0121
Ru1 0.89 -0.96 0.19  1.0080
Li1 0.92 1.65 -0.34  0.5607
C3 -1.77 0.78 -1.32  -0.2359
C4 -1.71 1.05 -0.10  -0.2998

Its HOMO energy (alpha / beta) is -6.9 / -8.6 eV. The multiplicity is 7. The frontier orbital gap (alpha / beta) is 5.491 / 7.028 eV. The calculation puts the LUMO energy (alpha / beta) at -1.412 / -1.605 eV.


(2)
A single C4H3N molecule at a distorted geometry, computed with ωB97M-V/def2-TZVPD.

Last column: Löwdin charge in e.
Element x y z (Å)
C1 -1.18 -0.76 1.43  0.1120
C2 -0.75 -0.07 0.55  -0.1302
C3 0.39 0.53 -0.18  -0.1894
C4 0.57 0.12 -1.61  -0.2075
N1 0.75 -0.19 -2.71  0.1377
H1 -1.44 -1.39 2.25  0.0371
H2 1.21 0.12 0.40  0.1174
H3 0.46 1.63 -0.13  0.1227

Its HOMO energy is -10.8 eV. As for the SMILES: C#CCC#N. The frontier orbital gap is 11.326 eV. The calculation puts the LUMO energy at 0.569 eV.


(3)
2 unconnected molecules or ions with the total composition C4H3N at a distorted geometry, computed with ωB97M-V/def2-TZVPD.

Last column: Löwdin charge in e.
Element x y z (Å)
C1 -0.69 0.60 -0.43  -0.0009
C2 -1.89 0.51 0.32  -0.0211
C3 -1.34 -0.61 -0.22  -0.0544
H1 -2.66 0.90 0.93  0.0839
H2 -1.44 -1.64 -0.26  0.0745
C4 2.64 0.10 -0.13  -0.0836
N1 3.73 -0.11 0.24  0.0366
H3 1.65 0.26 -0.45  -0.0351

Its HOMO energy is -9.7 eV. As for the SMILES: C1=CC=1.C#N. The frontier orbital gap is 10.111 eV. The calculation puts the LUMO energy at 0.417 eV.


(4)
2 unconnected molecules or ions with the total composition C4H3N2 at a distorted geometry, computed with ωB97M-V/def2-TZVPD.

Last column: Löwdin charge in e.
Element x y z (Å)
C1 -2.64 0.06 -0.02  -0.0280
C2 -0.76 -1.51 -0.05  0.2758
C3 0.21 -0.75 -0.01  -0.0659
C4 1.90 0.94 -0.03  0.2092
N1 -3.40 0.89 0.02  0.0867
N2 0.87 0.26 0.01  0.1676
H1 -1.07 -2.51 0.05  0.0816
H2 2.84 0.55 0.00  0.1019
H3 2.05 2.07 0.04  0.1711

Its HOMO energy (alpha / beta) is -16.3 / -16.3 eV. The charge is +1. The frontier orbital gap (alpha / beta) is 7.509 / 7.509 eV. The calculation puts the LUMO energy (alpha / beta) at -8.777 / -8.778 eV.


The records above give, respectively, total energy values of -331.41167; -208.87583; -208.79131; -263.14736 Eh.
The records above give, respectively, ΔE to the lowest compared entry with this formula, charge and spin values of 216.9; 68.2; 290.1; 452.4 kJ/mol.